# 1
Molecular formula: C16H34CuO8
Method: DFT, wB97M-V/def2-TZVPD

Geometry (Å):
1 C -7.112 -7.331 -1.367
2 O -10.843 -6.702 2.353
3 O -7.224 -6.583 -2.421
4 C -6.256 -8.556 -1.573
5 O -7.621 -7.101 3.750
6 H -7.331 -4.834 -1.534
7 O -7.718 -7.123 -0.336
8 H -6.820 -9.479 -1.442
9 C -7.956 -5.286 -2.304
10 H -9.717 -3.890 1.665
11 H -5.418 -11.766 2.234
12 O -7.821 -4.575 2.103
13 H -12.393 -4.838 0.931
14 H -8.493 -4.901 -4.351
15 C -7.938 -7.894 5.939
16 H -6.873 -4.439 -3.912
17 H -11.919 -5.527 7.087
18 H -7.392 -1.891 1.403
19 H -7.012 -10.112 1.853
20 O -12.313 -5.582 3.786
21 H -6.829 -12.726 2.269
22 C -8.691 -3.706 1.345
23 H -5.451 -8.424 -0.850
24 H -8.043 -8.774 6.573
25 O -8.250 -11.202 0.534
26 C -10.562 -11.193 0.136
27 Cu -8.799 -7.003 1.653
28 C -12.822 -5.662 1.502
29 C -6.230 -12.113 1.595
30 H -13.197 -6.422 6.272
31 H -5.808 -12.641 0.740
32 H -7.098 -8.979 4.279
33 C -7.906 -4.426 -3.565
34 C -7.885 -8.256 4.496
35 C -8.407 -2.256 1.560
36 H -8.861 -1.858 2.468
37 H -11.512 -10.665 0.051
38 H -8.747 -7.203 6.177
39 C -11.877 -6.033 2.602
40 H -6.338 -10.438 0.292
41 H -10.358 -11.683 -0.816
42 H -6.999 -7.388 6.162
43 H -8.886 -1.702 0.753
44 H -9.020 -5.291 -2.065
45 H -8.786 -8.736 4.114
46 H -12.890 -6.466 0.770
47 H -5.819 -8.525 -2.571
48 H -8.196 -3.386 -3.416
49 O -9.221 -9.222 0.727
50 H -13.847 -5.416 1.782
51 C -6.975 -10.866 1.066
52 C -12.477 -5.612 6.155
53 C -11.573 -5.806 4.930
54 H -10.705 -11.953 0.904
55 H -8.667 -3.934 0.279
56 H -10.992 -6.728 4.908
57 H -10.907 -4.945 4.869
58 H -12.981 -4.646 6.109
59 C -9.274 -10.429 0.592

lowest unoccupied orbital energy (alpha / beta)	0.5 / -0.8	eV
E_HOMO (alpha / beta)	-0.240 / -0.219	Eh
F_max	0.0779	Eh/bohr
⟨S²⟩	0.77
charge	0
gap between HOMO and LUMO (alpha / beta)	6.972 / 5.183	eV
multiplicity	2

# 2
Molecular formula: C45H28N5SSbSe4Tc
Method: DFT, wB97M-V/def2-TZVPD

Geometry (Å):
1 H 2.014 2.087 4.322
2 H 3.486 -3.819 -0.759
3 C -5.550 1.561 0.867
4 C 1.678 1.488 5.121
5 H -3.624 4.110 -0.289
6 Tc -0.234 -0.409 0.068
7 C 0.041 0.585 -3.306
8 C 2.462 -1.227 1.076
9 C 0.701 0.532 4.836
10 H -0.500 -1.062 5.666
11 H 7.740 -1.427 0.176
12 H -0.173 3.302 -7.196
13 C 0.267 -0.313 5.817
14 C 6.796 -1.974 -0.007
15 H 4.112 -1.465 -2.924
16 C -1.038 0.943 -2.516
17 H 0.589 -1.041 7.842
18 H 3.993 -2.195 2.321
19 C -6.819 3.492 0.392
20 N 1.241 -0.629 1.346
21 C 1.216 -0.499 2.709
22 C -2.533 1.270 -0.913
23 C -0.238 1.161 -7.635
24 H -7.763 3.986 0.345
25 C -2.530 -1.754 1.657
26 Sb -1.929 -5.576 -1.869
27 C 3.092 -1.332 -0.174
28 H -4.272 1.713 -2.203
29 C 3.157 -1.038 -2.624
30 C 0.325 0.328 3.456
31 H 5.480 -0.240 0.369
32 H -0.175 -1.214 -5.280
33 C -6.797 2.125 0.771
34 C -4.390 2.219 0.386
35 Se -3.520 -4.262 -2.871
36 C -0.145 -0.227 -5.660
37 C 4.417 -3.352 -0.532
38 N -1.246 0.802 -1.165
39 H 2.863 2.387 6.709
40 C -0.139 2.136 -5.432
41 H -7.677 1.652 1.219
42 C -3.039 1.627 0.284
43 H -0.145 -1.052 -7.553
44 C -2.449 2.313 2.611
45 C -1.542 1.954 3.510
46 C 3.049 -1.697 2.246
47 H 5.645 -5.145 -0.698
48 C -2.194 1.638 1.429
49 H -0.134 2.981 -4.736
50 Se -1.021 -7.650 -1.678
51 C 6.830 -3.349 -0.287
52 C 5.617 -4.077 -0.542
53 Se -0.561 -2.445 -1.197
54 C -5.726 4.147 -0.029
55 N -1.046 0.888 1.527
56 C -4.492 3.546 -0.021
57 C -0.083 0.864 -4.813
58 H -0.373 1.232 -8.738
59 H -3.320 2.949 2.734
60 C 4.401 -2.005 -0.162
61 C 1.742 0.698 7.416
62 H 2.357 -1.373 4.393
63 H -5.843 5.122 -0.385
64 H -2.419 1.470 -4.200
65 C 0.839 -0.283 7.091
66 H -5.402 0.531 1.230
67 H 7.704 -3.949 -0.235
68 C 2.177 1.588 6.426
69 C -0.638 1.022 2.829
70 C -0.195 2.299 -6.807
71 C 2.226 -0.566 -3.477
72 C 5.562 -1.332 0.123
73 Se -1.080 -4.317 0.098
74 H 2.126 0.861 8.440
75 N -1.467 -1.625 1.195
76 C -2.270 1.354 -3.134
77 C 1.097 -0.051 -2.783
78 S -3.963 -1.860 2.307
79 H -1.349 2.193 4.563
80 N 1.318 -0.220 -1.405
81 C -0.237 -0.078 -7.026
82 C 2.574 -0.829 -1.290
83 C -3.211 1.485 -2.163
84 C 2.252 -1.287 3.314
85 H 2.299 -0.398 -4.525

lowest unoccupied orbital energy (alpha / beta)	-4.7 / -4.7	eV
E_HOMO (alpha / beta)	-0.378 / -0.378	Eh
F_max	0.0695	Eh/bohr
charge	+1
gap between HOMO and LUMO (alpha / beta)	5.537 / 5.542	eV

# 3
Molecular formula: C41H47BrF9N3O15S
Method: DFT, wB97M-V/def2-TZVPD

Geometry (Å):
1 H 3.666 0.885 -1.329
2 C -2.196 5.332 -2.422
3 H -1.487 -1.834 -6.851
4 C 1.440 -3.504 5.565
5 C -1.946 -7.147 -1.331
6 H -0.141 -7.502 1.217
7 C 0.508 -0.150 10.005
8 C -1.201 -0.620 -8.660
9 F -0.826 5.424 0.077
10 O -0.658 2.770 -1.043
11 F -0.416 6.724 -3.114
12 C -3.631 -0.891 -0.913
13 H 0.892 1.009 8.170
14 H 0.313 -8.783 -0.769
15 H 2.165 -1.390 -1.691
16 C -2.576 1.144 -1.805
17 S -2.080 2.724 -1.224
18 H 0.130 -2.234 10.592
19 H -1.663 0.289 -9.047
20 F -2.864 5.787 -1.359
21 C 1.714 0.395 -2.749
22 C 2.793 0.799 0.477
23 H -2.569 -0.439 -6.950
24 H 3.683 7.041 1.087
25 H 2.654 -1.170 3.573
26 C 2.017 -0.342 -1.477
27 H -5.167 -1.613 2.061
28 C -2.911 -1.617 -1.849
29 C -0.244 6.147 -0.863
30 O 1.462 0.745 -6.756
31 C -0.306 -6.997 0.271
32 H -3.094 -4.711 -0.459
33 C 0.504 0.186 -7.204
34 F 1.082 6.014 -0.766
35 C -2.712 -3.003 -1.719
36 H 1.366 -7.404 -1.083
37 C -4.311 0.265 1.973
38 H -0.713 -8.090 -2.821
39 H 3.365 4.373 0.342
40 C -3.989 -2.936 0.330
41 N 2.299 2.115 0.424
42 C 4.095 4.868 0.961
43 H 0.337 0.498 10.861
44 F -0.569 7.420 -0.684
45 N 2.813 0.187 1.579
46 F -1.944 3.416 -3.782
47 C -1.574 -0.801 -7.191
48 C -1.872 0.459 -2.730
49 O -3.044 -7.092 -1.806
50 O 1.307 -3.095 2.159
51 H 1.567 -0.409 9.984
52 F 0.071 4.656 -2.681
53 C 0.333 -7.703 -0.921
54 O -0.413 -0.853 6.658
55 H 2.543 0.259 -3.432
56 H -0.845 1.180 -4.443
57 H 3.352 -2.519 5.424
58 C 5.806 6.513 0.923
59 H -1.334 -1.248 10.443
60 O 5.755 3.093 0.660
61 H -0.786 1.089 8.743
62 H 3.816 4.755 2.009
63 O 6.405 5.227 0.694
64 O -0.610 -0.014 -6.464
65 H 1.159 -0.257 -0.823
66 H -1.520 -1.451 -9.284
67 H 0.130 -1.008 -2.833
68 H 4.189 6.459 -0.497
69 O -2.340 -1.412 -4.103
70 C -4.200 -1.547 0.211
71 H 0.853 -1.378 -8.600
72 C 0.316 -0.429 -8.579
73 H -5.929 -0.499 0.929
74 C -3.245 -3.659 -0.612
75 O -4.777 1.272 2.263
76 H 0.992 -1.047 4.174
77 C 1.866 -1.694 4.093
78 O -2.946 3.135 -0.167
79 F -3.850 3.716 -2.766
80 C -0.622 -7.326 -2.055
81 H 2.143 -1.558 6.277
82 H 3.209 -0.735 1.418
83 C 0.435 -0.137 -3.403
84 H -4.401 -3.456 1.175
85 C -4.985 -0.874 1.297
86 H -0.354 -6.375 -2.517
87 N 3.192 0.199 -0.755
88 H -0.252 1.784 -2.938
89 C -3.774 0.548 -1.167
90 H 1.637 1.457 -2.557
91 H 0.018 -5.961 0.368
92 C -0.660 0.912 -3.414
93 C 2.295 -2.249 5.452
94 Br -2.451 -0.113 2.433
95 C -0.275 -0.768 7.842
96 H 6.313 7.243 0.298
97 H 2.287 2.431 -0.535
98 H 0.717 0.229 -9.343
99 O -0.466 -1.824 8.665
100 C -0.334 -1.422 10.040
101 O 1.282 -3.968 4.208
102 H 5.956 6.781 1.971
103 H 0.634 -0.494 -4.395
104 C 0.097 0.455 8.660
105 O -4.758 1.162 -0.918
106 O -1.725 -7.008 -0.010
107 F -2.679 5.937 -3.523
108 H 1.904 -4.297 6.148
109 C -2.365 -0.916 -3.008
110 H 0.452 -3.291 5.975
111 C -0.676 5.695 -2.293
112 H -2.145 -3.532 -2.459
113 H 1.344 2.136 0.761
114 C 5.466 4.247 0.754
115 C 1.468 -2.947 3.339
116 C 4.332 6.332 0.577
117 C -2.518 3.828 -2.643

lowest unoccupied orbital energy	-1.4	eV
E_HOMO	-0.329	Eh
F_max	0.0623	Eh/bohr
energy relative to the best compared isomer or geometry (same formula, charge and spin)	0.00	kJ/mol
charge	0
gap between HOMO and LUMO	7.508	eV
SMILES	[H]/N=C(/N)NCCCCC1=C(S(=O)(=O)C(F)(F)C(F)(F)C(F)(F)C(F)(F)F)C(=O)c2c(CC(=O)Br)cccc2C1=O.O=C1CCCO1.O=C1CCCO1.O=C1CCCO1.O=C1CCCO1.O=C1CCCO1